Version P
This record from OMol25 describes a structure of composition C2H8CsO2. The level of theory is ωB97M-V/def2-TZVPD.

Output
LUMO energy in eV: -3.453
Spin multiplicity: 1
Charge: +1

Structure (XYZ):
```
13
Properties=species:S:1:pos:R:3:mulliken_charge:R:1
Cs -20.4494 27.0986 1.4761 1.04
C -17.5239 25.4289 3.1915 -0.19
O -17.0666 25.2195 1.7753 -0.49
H -16.8847 25.9312 3.9176 0.28
H -18.5008 25.9050 3.1075 -0.20
H -17.6256 24.3987 3.5329 0.26
H -16.1123 25.3214 1.7535 0.30
C -18.9926 28.9341 -1.4669 -0.48
O -18.6377 27.7319 -0.7920 -0.48
H -19.1635 28.7172 -2.5213 0.26
H -19.9085 29.3174 -1.0171 0.17
H -18.2032 29.6686 -1.3074 0.26
H -17.8534 27.3826 -1.2215 0.27
```



Version Q
This record from OMol25 describes a structure of composition C2H8CsO2. The level of theory is ωB97M-V/def2-TZVPD.

Output
LUMO energy in eV: -3.535
Spin multiplicity: 1
Charge: +1

Structure (XYZ):
```
13
Properties=species:S:1:pos:R:3:mulliken_charge:R:1
Cs -0.9418 -0.5589 1.6571 1.04
C 0.4690 -2.6491 -1.5237 -0.50
O -0.4965 -2.5805 -0.4712 -0.50
H 1.2794 -3.3518 -1.3123 0.27
H 0.0100 -2.9624 -2.4611 0.25
H 0.9126 -1.6620 -1.6260 0.19
H -1.0032 -3.3998 -0.4679 0.28
C 0.1279 2.9976 0.7207 -0.49
O -0.9368 2.5593 1.5691 -0.56
H 0.7326 3.7677 1.1967 0.26
H 0.7421 2.1249 0.4791 0.22
H -0.3004 3.3920 -0.1947 0.22
H -0.5949 2.3230 2.4342 0.32
```



Which structure is most stable? version Q, by 0.308 eV over the runner-up.



Version P
This record from OMol25 describes a cluster of 4 separate species, C3H13N2OS2 in total. The level of theory is ωB97M-V/def2-TZVPD.

Output
LUMO energy in eV: -9.035
Spin multiplicity: 1
Charge: +1

Structure (XYZ):
```
21
Properties=species:S:1:pos:R:3:mulliken_charge:R:1
S -1.0146 1.5476 -0.3896 0.17
S -1.4977 0.1080 0.9223 0.07
C 2.4619 0.4260 -1.4792 -0.80
C 2.6157 -0.1757 -0.3085 -0.03
C 2.1733 0.3656 1.0372 -0.10
N 1.6585 -0.6389 1.9579 -0.36
N -4.8241 0.1704 -0.2801 -0.60
H -0.6260 0.8853 -1.5069 0.33
H 2.7659 0.0037 -2.4285 0.25
H 2.0806 1.4676 -1.4719 0.28
H 3.1069 -1.1518 -0.3338 0.33
H 2.9868 0.8857 1.5339 0.37
H 1.3779 1.1322 0.8414 0.01
H 0.6430 -0.7309 1.9330 0.12
H 1.8897 -0.3364 2.9007 0.31
H -5.6630 0.4356 0.2239 0.25
H -4.1054 0.5032 0.3608 0.14
H -4.7507 0.6287 -1.1759 0.24
H -0.6558 -2.5894 -0.7043 0.31
H -0.5736 -1.0640 -0.7554 0.21
O -0.0492 -1.8724 -0.8770 -0.49
```



Version Q
This record from OMol25 describes a cluster of 2 separate species, C3H13N2OS2 in total. The level of theory is ωB97M-V/def2-TZVPD.

Output
LUMO energy in eV: -2.939
Spin multiplicity: 1
Charge: +1

Structure (XYZ):
```
21
Properties=species:S:1:pos:R:3:mulliken_charge:R:1
S -1.9828 -0.2019 2.8458 -0.16
S -0.9884 0.7731 1.4615 -0.06
C -1.1895 -0.1077 -0.2212 -0.95
C -0.0539 0.2794 -1.1063 0.07
C -0.0479 -0.3211 -2.5387 -0.89
N 1.1600 0.2676 -3.1879 -0.47
N 1.2978 -0.0297 -0.4644 -0.16
H -3.2807 0.0771 2.5643 0.18
H -2.1874 0.1568 -0.5017 0.48
H -1.1132 -1.1924 0.0366 0.39
H -0.0272 1.3916 -1.2280 0.22
H -0.9430 0.0596 -3.0174 0.47
H 0.0384 -1.4225 -2.4745 0.37
H 0.7388 0.7671 -3.9659 0.25
H 1.7985 -0.4506 -3.4992 0.21
H 1.9386 0.7423 -0.6712 0.36
H 1.7121 -0.8532 -0.9428 0.42
H 1.1903 -0.1628 0.5379 0.28
H 4.5250 -1.4525 -0.3137 0.31
H 4.1936 -0.8232 -1.6516 0.32
O 3.8360 -0.9473 -0.7630 -0.62
```



Which structure is most stable? version Q, by 4.843 eV over the runner-up.



Version P
This record from OMol25 describes a structure of composition C12H28N3O15PSV. The level of theory is ωB97M-V/def2-TZVPD.

Output
LUMO energy (spin up / spin down) in eV: 3.841 / 3.839
Spin multiplicity: 2
Charge: -2

Structure (XYZ):
```
61
Properties=species:S:1:pos:R:3:mulliken_charge:R:1
O 0.0188 -9.1148 16.0722 1.44
V -0.1254 -7.5833 15.8025 0.75
O -0.4286 -7.6909 20.2117 -0.66
C -0.9582 -6.9922 19.1206 0.43
O -0.4679 -7.3307 17.9946 -0.08
O -1.7814 -6.1350 19.3579 -0.66
H 0.1799 -8.2939 19.7649 0.35
O -4.3147 -8.2159 14.8273 -0.45
C -3.4815 -7.3945 15.5669 0.49
O -2.2475 -7.7012 15.5474 -1.02
O -3.9642 -6.3949 16.0818 -0.67
H -5.1389 -7.7412 15.0011 0.26
O 1.8725 -7.7983 11.9858 -0.51
C 1.5633 -8.1817 13.2683 0.69
O 2.3747 -8.9559 13.8235 -0.70
O 0.5165 -7.7178 13.7841 -0.84
H 2.6652 -8.3450 11.8927 0.31
O 0.6116 -3.2648 15.6710 -0.48
C -0.3297 -4.2318 15.9959 0.49
O -1.4099 -3.8492 16.4119 -0.65
O 0.0741 -5.4223 15.8338 -0.54
H 0.1483 -2.4658 15.9436 0.28
O -1.5767 -14.2037 17.2472 -0.91
P -1.6662 -12.7588 16.9585 0.25
N -2.4678 -11.9175 18.1333 0.38
C -2.5305 -10.4553 18.2359 -1.00
C -3.2204 -12.6199 19.1564 -1.16
N -2.3443 -12.3682 15.4937 0.42
C -2.2612 -11.0211 14.9696 -0.33
C -2.6285 -13.4130 14.5328 -1.24
N -0.2316 -11.9136 16.8898 0.67
C 0.4010 -11.5999 18.1543 -1.03
C 0.7173 -12.2225 15.8386 -1.03
H -2.6652 -10.1322 19.2698 0.48
H -3.3933 -10.1288 17.6472 0.37
H -1.6488 -9.9221 17.8792 -0.05
H -3.4554 -13.6263 18.8084 0.33
H -4.1454 -12.0767 19.3592 0.42
H -2.6359 -12.7286 20.0798 0.29
H -3.1241 -10.6401 14.4106 0.39
H -2.2218 -10.3664 15.8311 -0.40
H -1.4169 -10.8119 14.3035 0.28
H -2.1170 -14.3385 14.8095 0.39
H -3.6904 -13.5698 14.3300 0.28
H -2.1274 -13.2057 13.5737 0.37
H -0.1076 -11.9967 19.0309 0.34
H 1.4419 -11.9461 18.1868 0.44
H 0.4786 -10.5090 18.2666 0.00
H 0.3344 -11.9929 14.8485 0.32
H 1.1790 -13.2076 16.0009 0.30
H 1.5717 -11.5467 15.9562 0.18
C 3.5520 -9.0606 17.3483 -0.64
S 3.3508 -7.3825 16.7052 0.31
O 1.9442 -7.3725 16.3141 -0.36
C 3.4192 -6.4719 18.2657 -0.84
H 2.7418 -9.2744 18.0418 0.05
H 4.5434 -9.2196 17.7782 0.47
H 3.4692 -9.7072 16.4741 0.16
H 3.0220 -5.4997 17.9719 0.32
H 4.4161 -6.4245 18.6994 0.38
H 2.7290 -6.9176 18.9829 0.16
```



Version Q
This record from OMol25 describes a structure of composition C12H28N3O15PSV. The level of theory is ωB97M-V/def2-TZVPD.

Output
LUMO energy (spin up / spin down) in eV: 3.542 / 3.542
Spin multiplicity: 2
Charge: -2

Structure (XYZ):
```
61
Properties=species:S:1:pos:R:3:mulliken_charge:R:1
O -0.2081 -1.9199 -1.5314 -0.12
V -1.1127 -2.8524 -0.5547 1.56
O -3.2031 -4.8622 2.9519 -0.53
C -3.1406 -4.7561 1.5553 0.54
O -2.4687 -3.8709 0.9425 -0.46
O -3.5761 -5.7011 0.9262 -0.63
H -2.9290 -3.9422 2.9509 0.31
O 1.1220 -5.9842 0.3769 -0.51
C -0.0030 -5.8916 -0.3847 0.58
O -0.2907 -4.8654 -0.9802 -0.71
O -0.7969 -6.8503 -0.5889 -0.73
H 1.4801 -5.0977 0.2900 0.43
O 1.8926 -2.1636 2.4407 -0.46
C 1.3299 -2.6904 1.3393 0.73
O 2.0547 -3.3630 0.5979 -0.87
O 0.2106 -2.2959 0.9918 -0.65
H 2.7815 -2.4979 2.3002 0.27
O -3.2453 -3.8379 -4.2778 -0.49
C -2.9437 -4.1492 -3.0272 0.51
O -2.4284 -3.3414 -2.2753 -0.69
O -3.2394 -5.2825 -2.5668 -0.70
H -3.6211 -4.7055 -4.4440 0.28
O -0.1472 3.3401 1.1099 -0.88
P 1.2673 3.1242 0.6063 0.67
N 1.9519 4.6360 -0.0348 0.22
C 3.2286 4.6941 -0.6665 -1.15
C 1.1699 5.8884 -0.0804 -1.11
N 1.4571 1.8018 -0.5793 0.48
C 2.7025 1.1534 -0.7163 -1.16
C 0.4065 1.5327 -1.5885 -0.71
N 2.4569 2.8287 1.8096 0.21
C 2.7417 3.8693 2.8472 -1.07
C 2.4525 1.5753 2.4406 -0.99
H 3.7495 3.7392 -0.7373 0.30
H 3.9460 5.1972 -0.0181 0.35
H 3.0872 4.8821 -1.7308 0.41
H 0.2471 5.6057 -0.5870 0.26
H 1.8151 6.6539 -0.5114 0.43
H 1.0773 6.1455 0.9748 0.28
H 2.4745 0.1536 -1.0856 0.44
H 3.3307 1.6727 -1.4400 0.21
H 3.1476 1.0197 0.2697 0.37
H 0.0053 0.5434 -1.3684 -0.09
H -0.4639 2.1485 -1.3619 0.38
H 0.7973 1.6950 -2.5930 0.28
H 3.7423 3.6469 3.2180 0.37
H 2.6393 4.8571 2.3980 0.26
H 1.9258 3.9133 3.5687 0.35
H 1.7795 1.5151 3.2959 0.38
H 3.4139 1.1165 2.6713 0.33
H 1.9725 0.8842 1.7477 0.13
C -3.0357 0.2110 -2.0961 -0.89
S -2.7445 0.2236 -0.2518 0.48
O -2.2496 -1.1553 0.0826 -0.26
C -4.5279 0.1977 0.1609 -1.07
H -2.1167 0.6803 -2.4472 0.21
H -3.8037 0.8803 -2.4836 0.47
H -3.2379 -0.7648 -2.5379 0.29
H -5.0585 -0.3894 -0.5887 0.31
H -4.7779 1.2527 0.0483 0.42
H -4.4867 -0.0484 1.2220 0.36
```



Which structure is most stable? version P, by 4.539 eV over the runner-up.



Version P
This record from OMol25 describes a cluster of 2 separate species, C5H11NO in total. The level of theory is ωB97M-V/def2-TZVPD.

Output
LUMO energy (spin up / spin down) in eV: 4.111 / 3.863
Spin multiplicity: 2
Charge: -1

Structure (XYZ):
```
18
Properties=species:S:1:pos:R:3:mulliken_charge:R:1
C -0.7736 1.6073 -1.5236 -2.06
N 1.1188 -0.5053 -0.8252 -0.98
C 0.6319 0.4190 0.2055 -2.61
C -0.2522 1.3440 -0.2310 1.82
C 0.3133 -0.7126 2.3940 -0.64
C 1.0191 0.1591 1.6478 -0.54
H -1.5450 0.8480 -1.7385 0.38
H -0.0502 1.3261 -2.3698 0.83
H -1.1937 2.7028 -1.6589 0.36
H 1.6701 -0.0659 -1.5563 0.77
H 1.4297 -1.3120 -0.3879 0.45
H -0.7409 1.9123 0.5526 0.29
H -0.7238 -1.1223 2.0747 0.22
H 0.6938 -1.1367 3.3274 0.33
H 1.9331 0.5919 2.0084 0.42
H -1.3825 -1.3820 -0.2459 0.18
H -0.9411 -2.3990 -1.2867 0.49
O -1.2069 -2.2747 -0.3865 -0.72
```



Version Q
This record from OMol25 describes the ion C5H11NO with charge -1. The level of theory is ωB97M-V/def2-TZVPD.

Output
LUMO energy (spin up / spin down) in eV: 3.448 / 3.319
Spin multiplicity: 2
Charge: -1

Structure (XYZ):
```
18
Properties=species:S:1:pos:R:3:mulliken_charge:R:1
C 0.0404 -0.9701 -0.3155 -0.92
C -0.9653 -0.0596 0.3586 -0.37
C -0.6836 0.2366 1.8157 -0.65
C -1.5936 -0.2515 2.7336 -1.03
N 1.2926 -0.2607 -0.7640 -0.36
C 1.0429 0.4919 -1.9732 -0.50
O 1.9589 1.5648 -2.1415 -0.49
H 0.3894 -1.6483 0.4717 0.33
H -0.1974 -1.5632 -1.2022 0.51
H -1.9540 -0.5405 0.2632 0.24
H -0.9726 0.8789 -0.2238 0.21
H -0.1596 1.1493 2.0956 0.27
H -1.3573 -0.2980 3.7928 0.28
H -2.4464 -0.8937 2.5161 0.28
H 1.6302 0.3469 -0.0269 0.29
H 0.0241 0.8622 -2.1258 0.29
H 1.1860 -0.2023 -2.8122 0.29
H 2.7652 1.1574 -2.4622 0.33
```



Version R
This record from OMol25 describes a cluster of 2 separate species, C5H11NO in total. The level of theory is ωB97M-V/def2-TZVPD.

Output
LUMO energy (spin up / spin down) in eV: 4.057 / 3.772
Spin multiplicity: 2
Charge: -1

Structure (XYZ):
```
18
Properties=species:S:1:pos:R:3:mulliken_charge:R:1
N -1.0870 0.7590 -1.3286 -0.54
C 0.1731 0.1364 -1.1081 -0.13
C 0.8813 -0.4009 -2.1775 -1.12
C 1.8233 1.5643 2.0772 -1.07
C 0.8273 1.4133 0.9897 -0.27
C 0.8178 0.3097 0.1693 -0.34
H -1.8253 0.1740 -0.9600 0.29
H -1.1915 0.9382 -2.3220 0.26
H 0.4652 -0.2893 -3.1777 0.20
H 1.8362 -0.9026 -2.1415 0.29
H 2.8848 1.5879 1.7913 0.26
H 1.6586 2.5922 2.4553 0.28
H 1.7748 0.8992 2.9498 0.25
H 0.0400 2.1106 0.7100 0.43
H 1.4171 -0.5365 0.5260 0.29
H -2.5733 -2.7627 1.7954 0.37
H -1.9378 -2.6418 0.4240 0.35
O -2.6943 -3.0370 0.8908 -0.80
```



Which structure is most stable? version R, by 0.590 eV over the runner-up.